A cluster of 8 separate species, C13H43N7O9 in total. Source: the Open Molecules 2025 dataset; level of theory: ωB97M-V/def2-TZVPD.

The geometry in XYZ format:
```
72
Properties=species:S:1:pos:R:3:forces:R:3
O 3.4076 1.8527 3.2397 1.9 -1.4 1.4
O 0.9025 -3.0156 -0.3974 1.5 -1.2 0.7
O -0.6811 -1.1763 2.9694 1.0 -1.1 0.3
O 1.0279 -3.4084 -5.0746 0.6 -0.3 1.9
O -1.0494 -0.8901 0.2105 -0.1 -0.2 -0.4
O -5.5920 -0.4053 -0.1210 0.5 -0.4 -0.5
O -0.3210 3.8136 1.2256 2.5 -2.1 2.6
O -2.8201 2.5566 4.9731 -1.8 2.5 0.2
O 0.1984 2.0984 -2.6185 0.9 -0.4 1.0
N 1.9965 3.3139 2.3889 -0.1 5.1 -1.2
N -1.1767 1.2520 5.5377 4.0 -0.7 3.4
N -1.8518 4.2330 -0.2451 -2.1 -0.6 -1.8
N -0.8435 5.9283 0.6240 1.3 4.1 1.3
N -2.3121 0.7589 3.7770 -1.9 -1.8 -3.5
N 2.6157 -1.7487 -2.5509 -0.8 -0.5 -2.7
N 1.3677 1.3087 2.4224 -2.6 -3.5 -0.6
C -2.1440 1.5906 4.7608 -1.3 0.6 -0.3
C 2.3548 -3.2364 -0.5745 -0.4 1.5 -0.4
C 0.3102 -2.1745 3.1987 0.7 -0.4 0.8
C -0.9300 4.6381 0.6447 -2.8 -1.5 -3.0
C -4.1515 -0.4808 -0.0887 -0.8 0.4 0.1
C 0.8988 -3.5409 -6.4295 -1.4 0.7 -1.2
C 0.9172 -2.0817 -4.5406 1.0 -0.6 -1.2
C 2.8838 -1.8995 -1.1658 -0.6 -0.5 0.9
C 1.2613 -2.1180 -3.0506 0.3 0.3 -0.2
C 1.4907 2.4178 -2.0200 -0.5 1.9 -0.9
C 0.2139 -4.1876 0.0126 -0.5 -0.4 0.1
C -0.6246 0.4594 0.1341 -0.6 0.4 1.0
C 2.3418 2.1044 2.7531 1.5 1.1 -0.1
H 1.4463 -2.7941 -7.0046 0.8 -0.1 0.0
H 1.4109 0.3100 2.5669 -0.1 0.4 0.1
H 1.2299 -1.7811 3.6318 0.1 0.7 -0.1
H 0.6442 -2.7747 2.3524 -0.5 0.3 -0.4
H -0.6878 -1.3570 -0.5463 0.3 -0.4 0.1
H 0.2812 2.1719 -3.5721 0.1 0.1 0.0
H -0.3393 6.3810 1.3729 -0.1 0.2 -0.3
H 3.9515 -1.7336 -1.0222 0.1 -0.5 0.2
H 2.5697 4.1347 2.5220 0.5 -0.7 0.4
H -3.7984 -1.2784 -0.7424 -0.4 -0.2 0.3
H -0.9615 0.9795 -0.7626 0.3 -0.2 -0.2
H -3.8386 -0.6496 0.9417 0.4 0.0 -0.1
H -2.5350 4.8863 -0.6007 0.1 -0.4 0.0
H 0.4184 -5.0572 -0.6119 -0.1 0.2 -0.6
H -3.7123 0.4208 -0.5156 0.1 0.3 0.3
H -0.8180 0.3086 5.5737 0.1 0.5 0.1
H -5.9048 0.2965 0.4546 0.2 0.0 0.1
H 1.0740 -4.5599 -6.7748 0.4 0.1 0.3
H 1.0911 -3.1707 -2.8247 -0.2 0.2 0.4
H 1.3207 3.5129 1.6651 -0.3 -0.4 0.5
H -1.1440 0.9061 0.9819 0.0 0.5 0.0
H -1.3586 6.4672 -0.0574 0.3 0.0 0.5
H 0.0234 -2.8798 3.9787 -0.7 0.0 -0.1
H 1.6196 3.4965 -2.1088 0.0 0.4 -0.3
H 2.8474 -0.8028 -2.8184 -0.1 0.0 -0.2
H -0.0908 -1.6876 -4.6700 -0.4 -0.2 0.1
H 2.9065 -3.4538 0.3401 -0.5 0.1 0.5
H 2.3999 -1.0823 -0.6309 -0.3 0.0 0.7
H 1.5391 2.3596 -0.9327 -0.4 -1.2 -0.2
H 0.3828 -4.5898 1.0115 0.8 0.6 0.5
H -1.6679 0.0221 3.5277 -0.1 0.1 0.4
H -0.7181 -0.9825 2.0299 -0.1 -0.3 -0.7
H 1.5195 -1.4817 -5.2227 0.5 0.6 0.4
H -3.1989 0.8137 3.2966 0.3 0.0 0.0
H 0.4734 -1.4838 -2.6443 -0.1 0.0 0.8
H 0.4361 0.5635 0.3629 0.1 0.0 -0.6
H 0.5221 1.7527 2.0940 0.0 -0.5 0.3
H -0.9677 1.9348 6.2520 0.2 -0.5 0.1
H -1.9925 3.2551 -0.4552 0.2 0.3 0.3
H -0.1308 -3.3036 -6.6971 -0.5 -0.1 -0.3
H 2.5665 -4.0859 -1.2238 -0.3 0.0 -0.4
H -0.8573 -3.9901 0.0530 0.0 0.2 -0.5
H 2.3570 2.0434 -2.5653 -0.2 -0.8 0.3
```
Forces are in eV/Å.

Output
Lowest unoccupied orbital energy   0.0063 hartree
Structure (SMILES)   COCCNCCOC.NC(N)=O.NC(N)=O.NC(N)=O.CO.CO.CO.CO
Molecular weight   441.527 g mol⁻¹
HOMO-LUMO gap   9.05 eV
E_HOMO   -8.88 eV
Energy above the lowest of the compared OMol25 structures with the same formula, charge and spin   2.8126 eV
Strongest force on any atom   5.3 eV/A